The following is a DFT calculation (the ωB97M-V functional and the def2-TZVPD basis) of 3 unconnected molecules or ions with the total composition C16H9F21O5 at a distorted geometry.

Summary:
- SMILES: O=C1C=C(C(F)(F)C(F)(F)F)C(=O)O1.FC(F)C(F)(F)COC(F)(F)C(F)F.FC(F)C(F)(F)COC(F)(F)C(F)F
- Total charge: 0
- Orbital gap: 9.0251 eV
- LUMO energy: -2.525 eV

Positions of all 51 atoms, in Å:
O  -1.948  -1.303  1.062
C  -2.842  -0.460  0.538
C  -4.100  -1.180  -0.271
C  -4.955  0.024  -0.498
C  -6.441  -0.088  -1.257
F  -6.566  0.824  -2.422
F  -6.686  -1.521  -1.664
C  -7.547  0.254  -0.049
F  -6.880  -0.236  1.215
F  -7.747  1.723  0.129
F  -8.804  -0.520  -0.172
C  -4.280  1.424  0.120
O  -4.828  2.639  0.235
O  -2.932  1.021  0.566
H  -4.288  -2.301  -0.552
C  1.926  4.305  0.718
C  2.913  3.135  0.861
C  3.337  2.479  -0.449
F  2.297  1.984  -1.151
F  4.165  1.425  -0.210
F  2.398  2.227  1.733
F  4.038  3.630  1.469
O  0.537  3.995  0.874
C  -0.099  3.450  -0.281
C  -0.501  1.978  -0.112
F  0.549  1.200  0.262
F  -0.967  1.462  -1.281
F  0.693  3.666  -1.359
F  -1.213  4.207  -0.484
H  2.141  4.994  1.545
H  2.112  4.899  -0.185
H  3.879  3.184  -1.086
H  -1.282  1.873  0.646
C  3.125  -2.504  1.496
C  4.399  -2.429  0.639
C  4.249  -1.684  -0.685
F  3.310  -2.223  -1.489
F  5.414  -1.720  -1.388
F  4.883  -3.686  0.454
F  5.348  -1.777  1.384
O  2.333  -3.690  1.364
C  1.456  -3.715  0.239
C  1.864  -4.747  -0.822
F  3.150  -4.584  -1.229
F  1.090  -4.635  -1.935
F  1.343  -2.458  -0.256
F  0.226  -4.029  0.733
H  3.457  -2.519  2.541
H  2.515  -1.596  1.417
H  3.999  -0.632  -0.519
H  1.762  -5.765  -0.435

---

The following is a DFT calculation (the ωB97M-V functional and the def2-TZVPD basis) of a molecular structure, C17H11BrF3N2O4Sc.

Summary:
- Total charge: 0
- Orbital gap: 8.4683 eV
- LUMO energy: 0.032 eV
- ΔE to the lowest compared entry with this formula, charge and spin: 0.000 eV

Positions of all 39 atoms, in Å:
Sc  0.097  1.195  -0.663
Br  1.841  -0.980  -1.041
C  2.543  -0.988  0.740
C  3.559  -1.844  1.028
C  4.054  -1.882  2.350
C  3.510  -1.079  3.309
C  2.449  -0.190  3.003
C  1.871  0.641  3.993
C  0.853  1.489  3.674
C  0.374  1.555  2.343
C  0.889  0.777  1.331
C  1.941  -0.120  1.681
H  3.978  -2.487  0.266
H  4.864  -2.556  2.591
H  3.884  -1.111  4.325
H  2.253  0.589  5.006
H  0.411  2.121  4.435
H  -0.431  2.255  2.135
C  -3.875  -2.919  -1.934
N  -3.398  -1.620  -1.474
C  -4.236  -0.695  -0.950
C  -3.814  0.517  -0.524
C  -2.420  0.769  -0.651
O  -1.840  1.857  -0.285
N  -1.593  -0.151  -1.172
C  -2.020  -1.370  -1.619
O  -1.301  -2.210  -2.116
H  -4.945  -2.981  -1.755
H  -3.363  -3.714  -1.396
H  -3.667  -3.038  -2.995
H  -5.275  -0.991  -0.893
H  -4.481  1.253  -0.107
F  -0.202  2.834  -4.296
C  0.817  2.227  -3.692
F  1.690  1.839  -4.605
F  0.294  1.074  -3.126
C  1.445  3.128  -2.586
O  2.116  4.057  -2.938
O  1.130  2.748  -1.392

---

The following is a DFT calculation (the ωB97M-V functional and the def2-TZVPD basis) of a molecular structure, C17H11NO10W.

Summary:
- Total charge: +2
- Orbital gap: 6.4273 eV
- LUMO energy: -9.720 eV
- ΔE to the lowest compared entry with this formula, charge and spin: 0.000 eV

Positions of all 40 atoms, in Å:
W  -0.763  0.773  -0.228
C  2.747  2.784  0.355
C  2.195  1.447  0.822
C  3.248  0.480  1.329
O  1.425  0.818  -0.269
C  1.150  1.681  1.901
O  1.244  1.904  3.033
O  -0.199  1.620  1.277
H  3.493  2.620  -0.424
H  3.240  3.282  1.189
H  1.961  3.437  -0.029
H  4.014  0.330  0.568
H  2.807  -0.478  1.602
H  3.724  0.906  2.212
H  1.924  0.797  -1.101
O  -3.155  5.610  0.245
C  -2.818  4.531  -0.096
C  -1.612  4.191  -1.020
O  -0.777  4.908  -1.459
C  -1.657  2.681  -1.190
C  -2.644  2.114  -0.389
O  -2.668  0.782  -0.215
C  -3.431  3.177  0.369
O  -4.290  2.975  1.157
O  -0.783  1.885  -1.807
O  -0.223  -0.583  -1.715
C  -0.416  -1.578  -0.920
N  -0.751  -1.130  0.317
C  -1.022  -2.313  1.183
O  -1.341  -2.234  2.312
C  -0.769  -3.460  0.264
C  -0.868  -4.801  0.535
C  -0.585  -5.682  -0.516
C  -0.219  -5.229  -1.783
C  -0.117  -3.872  -2.059
C  -0.395  -2.999  -1.015
H  -1.158  -5.158  1.514
H  -0.657  -6.748  -0.344
H  -0.014  -5.951  -2.562
H  0.162  -3.515  -3.041

---

The following is a DFT calculation (the ωB97M-V functional and the def2-TZVPD basis) of a molecular structure, C17H12Br2Cl6N3O2PbS2 at a distorted geometry.

Summary:
- Total charge: -1
- Orbital gap: 6.8853 eV
- LUMO energy: 1.956 eV
- ΔE to the lowest compared entry with this formula, charge and spin: 0.695 eV

Positions of all 45 atoms, in Å:
Pb  0.449  0.188  1.004
C  -2.802  0.722  5.404
S  -2.963  -0.850  4.510
C  -1.543  -0.809  3.491
S  -0.476  0.512  3.577
N  -1.391  -1.893  2.782
N  -0.377  -1.906  1.922
C  0.017  -3.015  1.399
C  1.219  -3.018  0.610
C  1.674  -4.155  -0.069
C  2.902  -4.111  -0.692
C  3.653  -2.943  -0.626
C  3.109  -1.852  0.030
N  1.940  -1.891  0.635
H  -3.603  0.756  6.137
H  -2.890  1.542  4.696
H  -1.826  0.746  5.880
H  -0.495  -3.954  1.591
H  1.050  -5.033  -0.115
H  3.278  -4.972  -1.228
H  4.628  -2.876  -1.082
H  3.639  -0.911  0.076
Cl  -1.468  2.833  1.318
C  -2.425  1.646  0.510
C  -1.844  0.412  0.245
C  -2.647  -0.504  -0.430
Cl  -2.015  -2.048  -0.840
C  -3.954  -0.206  -0.819
Cl  -4.904  -1.367  -1.657
C  -4.487  1.048  -0.547
Cl  -6.076  1.438  -1.069
C  -3.727  1.980  0.151
Cl  -4.394  3.517  0.546
Br  2.024  4.881  0.516
C  2.651  4.011  -1.104
Br  1.826  2.248  -1.424
H  3.723  3.868  -0.996
H  2.429  4.675  -1.935
Cl  1.544  0.737  -4.383
C  1.712  -0.884  -3.712
C  1.046  -1.097  -2.312
O  0.716  -2.254  -2.089
O  0.952  -0.104  -1.554
H  2.783  -1.084  -3.627
H  1.265  -1.582  -4.419

---

The following is a DFT calculation (the ωB97M-V functional and the def2-TZVPD basis) of a molecular structure, C17H12BrFeN4O3SbSe4 at a distorted geometry.

Summary:
- Total charge: -1
- Orbital gap (alpha / beta): 6.5451 / 5.5624 eV
- <S²>: 8.87
- LUMO energy (alpha / beta): 1.764 / 0.798 eV
- Multiplicity: 6
- ΔE to the lowest compared entry with this formula, charge and spin: 0.727 eV

Positions of all 43 atoms, in Å:
Fe  0.970  0.300  1.359
O  -0.148  1.756  -2.472
C  0.398  1.335  -1.469
N  0.034  1.501  -0.166
C  -0.871  2.466  0.176
O  -1.378  3.311  -0.537
C  -1.193  2.449  1.648
C  -1.966  3.462  2.193
C  -2.228  3.444  3.553
C  -1.752  2.384  4.308
C  -1.015  1.395  3.678
N  -0.720  1.445  2.383
C  1.652  0.510  -1.605
C  2.396  0.577  -2.773
C  3.570  -0.151  -2.856
C  3.930  -0.957  -1.787
C  3.108  -0.998  -0.673
N  2.001  -0.263  -0.580
H  -2.318  4.243  1.535
H  -2.795  4.242  4.015
H  -1.923  2.313  5.373
H  -0.639  0.546  4.237
H  2.046  1.216  -3.571
H  4.195  -0.090  -3.739
H  4.831  -1.555  -1.803
H  3.351  -1.644  0.164
O  -3.323  -3.903  -3.404
C  -2.537  -3.078  -2.671
C  -1.147  -3.097  -2.746
C  -0.439  -2.223  -1.944
N  -1.013  -1.366  -1.105
C  -2.326  -1.363  -1.056
Br  -3.129  -0.170  0.176
C  -3.150  -2.182  -1.808
H  -2.775  -4.487  -3.937
H  -0.631  -3.791  -3.399
H  0.645  -2.220  -1.956
H  -4.226  -2.148  -1.719
Se  4.069  -2.200  2.774
Sb  2.192  -0.730  3.131
Se  2.556  1.765  1.849
Se  -0.005  -1.664  1.764
Se  1.705  -0.379  5.460

---

The following is a DFT calculation (the ωB97M-V functional and the def2-TZVPD basis) of a single C17H12Cl2N2S molecule.

Summary:
- SMILES: Clc1ccc(SCc2cc(Cl)nc(-c3ccccc3)n2)cc1
- Total charge: 0
- Orbital gap: 9.0187 eV
- LUMO energy: 0.055 eV

Positions of all 34 atoms, in Å:
Cl  2.791  2.624  -1.510
C  2.357  0.967  -1.309
C  1.157  0.506  -1.830
C  0.799  -0.815  -1.641
C  1.634  -1.661  -0.928
C  2.847  -1.204  -0.436
C  3.212  0.116  -0.624
H  4.147  0.488  -0.235
H  3.497  -1.878  0.101
S  1.084  -3.321  -0.561
C  0.517  -3.045  1.182
C  0.039  -1.643  1.306
N  -1.129  -1.351  0.756
C  -1.510  -0.080  0.719
N  -0.781  0.936  1.188
C  0.364  0.640  1.757
C  0.844  -0.656  1.875
H  1.788  -0.874  2.345
Cl  1.299  1.961  2.331
C  -2.791  0.235  0.094
C  -3.566  -0.782  -0.463
C  -4.775  -0.481  -1.059
C  -5.221  0.830  -1.106
C  -4.454  1.845  -0.555
C  -3.243  1.554  0.043
H  -2.632  2.329  0.476
H  -4.804  2.867  -0.593
H  -6.168  1.062  -1.572
H  -5.374  -1.270  -1.490
H  -3.202  -1.796  -0.418
H  -0.290  -3.760  1.323
H  1.348  -3.256  1.852
H  -0.138  -1.188  -2.025
H  0.504  1.178  -2.364

---

Number 1: E -3088.2131 hartree. Number 2: E -4699.4337 hartree. Number 3: E -1528.0582 hartree. Number 4: E -9868.2623 hartree. Number 5: E -14783.6420 hartree. Number 6: E -2083.1340 hartree.